{
  "formula": "C8H23N2O6P",
  "method": "ωB97M-V/def2-TZVPD",
  "species": ["N", "C", "O", "P", "N", "C", "O", "O", "H", "H", "H", "H", "H", "C", "C", "O", "H", "H", "H", "H", "H", "H", "C", "C", "O", "H", "H", "H", "H", "H", "H", "C", "C", "O", "H", "H", "H", "H", "H", "H"],
  "coordinates": [[-0.730, 0.110, 3.580], [-1.409, -0.497, 2.876], [-2.231, -1.182, 2.146], [-2.850, -0.476, 0.682], [-3.420, 1.033, 1.147], [-1.287, 0.035, -0.201], [-0.125, -0.667, 0.217], [0.788, 0.190, 0.895], [-2.712, 1.644, 1.563], [-4.195, 0.908, 1.791], [-1.149, 1.118, -0.194], [-1.442, -0.250, -1.243], [1.039, 0.886, 0.265], [2.726, -3.261, 1.169], [3.672, -2.881, 0.047], [3.021, -2.062, -0.923], [1.860, -3.792, 0.774], [3.219, -3.894, 1.910], [2.362, -2.363, 1.673], [4.029, -3.764, -0.481], [4.542, -2.349, 0.448], [2.706, -1.278, -0.460], [-0.982, 5.051, 2.791], [-0.652, 3.572, 2.828], [-1.126, 2.891, 1.662], [-2.059, 5.200, 2.703], [-0.633, 5.549, 3.696], [-0.510, 5.534, 1.932], [-1.133, 3.083, 3.672], [0.426, 3.416, 2.923], [-0.701, 3.283, 0.892], [-0.087, -2.213, -5.248], [0.095, -1.036, -4.310], [-0.902, -1.008, -3.287], [-1.074, -2.182, -5.710], [0.669, -2.205, -6.034], [-0.003, -3.156, -4.703], [-0.005, -0.095, -4.850], [1.088, -1.065, -3.852], [-0.823, -1.829, -2.788]],
  "homo_lumo_gap_ha": 0.3598,
  "charge": 0,
  "smiles": "N#COP(N)COO.CCO.CCO.CCO",
  "energy_ev": -33218.91285
}